127
Properties=species:S:1:pos:R:3:lowdin_charge:R:1 method="wB97M-V/def2-TZVPD" spin_multiplicity=5 relative_energy_ev=3.151 s_squared=6.006 max_force_ha_per_bohr=0.1006 lumo_ev="-6.36 / -6.86" homo_energy_ev="-14.8 / -14.8" e_tot_ha=-4485.68456 charge=+3 homo_lumo_gap_ha="0.309 / 0.291"
Y 1.998 -1.208 1.182 1.72
Fe -0.777 3.130 -1.754 1.02
S -0.144 0.265 -0.241 0.26
O 0.425 0.394 1.073 -0.41
O -0.067 1.480 -1.049 -0.37
O 0.865 -0.643 -0.753 -0.40
O -1.512 -0.283 -0.111 -0.30
C 0.249 -2.401 4.040 -0.23
O 0.771 -1.772 3.084 -0.14
N -0.263 -1.774 5.090 -0.15
C -1.106 -2.469 6.041 -0.03
C -0.245 -0.337 5.259 -0.02
H 0.235 -3.493 4.180 0.15
H -2.135 -2.145 5.885 0.09
H -0.792 -2.328 7.075 0.11
H -1.181 -3.548 5.908 0.10
H -1.242 0.101 5.221 0.09
H 0.128 -0.036 6.238 0.11
H 0.365 0.211 4.542 0.08
C -0.651 -3.501 0.338 -0.24
O 0.414 -2.966 0.744 -0.13
N -1.199 -4.647 0.778 -0.15
C -2.412 -5.198 0.216 -0.03
C -0.638 -5.299 2.013 0.00
H -1.231 -3.060 -0.487 0.14
H -3.165 -5.273 1.000 0.10
H -2.218 -6.219 -0.110 0.10
H -2.767 -4.612 -0.632 0.10
H -0.566 -6.372 1.834 0.10
H 0.401 -5.020 2.188 0.08
H -1.240 -5.100 2.899 0.09
C -3.795 1.862 -1.244 -0.26
O -2.697 2.379 -1.355 -0.06
N -4.989 2.482 -1.176 -0.16
C -6.168 1.692 -0.880 -0.03
C -5.155 3.894 -1.213 -0.04
H -4.026 0.795 -1.097 0.15
H -6.970 2.063 -1.518 0.10
H -6.511 1.880 0.137 0.10
H -6.109 0.608 -0.979 0.09
H -5.903 4.289 -1.901 0.11
H -5.374 4.300 -0.225 0.10
H -4.209 4.426 -1.316 0.09
C 2.205 -2.739 -5.633 -0.29
O 3.180 -2.300 -4.978 -0.04
N 0.898 -2.628 -5.292 -0.17
C -0.245 -3.095 -6.035 -0.06
C 0.477 -1.877 -4.092 -0.05
H 2.302 -3.179 -6.638 0.14
H -0.892 -3.691 -5.392 0.09
H 0.157 -3.711 -6.839 0.10
H -0.936 -2.367 -6.458 0.09
H -0.277 -1.120 -4.307 0.08
H -0.074 -2.528 -3.413 0.09
H 1.230 -1.314 -3.540 0.07
C -1.594 4.523 1.105 -0.30
O -1.072 4.081 0.090 -0.06
N -2.300 3.867 1.984 -0.14
C -2.935 4.479 3.198 0.02
C -2.483 2.431 1.965 -0.04
H -1.640 5.599 1.333 0.16
H -2.955 5.538 2.942 0.09
H -2.311 4.185 4.042 0.10
H -3.986 4.190 3.207 0.10
H -1.901 1.916 1.200 0.07
H -2.138 2.070 2.934 0.09
H -3.540 2.211 1.817 0.11
C 3.512 1.502 -0.763 -0.25
O 3.086 0.778 0.159 -0.10
N 4.515 2.371 -0.706 -0.15
C 5.071 3.216 -1.783 -0.01
C 5.301 2.507 0.527 -0.01
H 3.025 1.571 -1.749 0.14
H 4.334 3.411 -2.562 0.09
H 5.927 2.656 -2.160 0.10
H 5.444 4.208 -1.526 0.10
H 6.343 2.270 0.316 0.11
H 5.175 3.534 0.870 0.10
H 4.919 1.900 1.348 0.07
C 3.383 -2.913 -1.535 -0.22
O 2.927 -2.375 -0.531 -0.13
N 4.568 -3.575 -1.474 -0.16
C 5.176 -4.200 -2.637 -0.04
C 5.424 -3.770 -0.281 0.00
H 2.914 -3.036 -2.523 0.14
H 4.550 -4.201 -3.529 0.09
H 5.574 -5.183 -2.388 0.10
H 6.007 -3.545 -2.901 0.10
H 6.470 -3.824 -0.584 0.10
H 5.330 -3.017 0.501 0.08
H 4.959 -4.664 0.134 0.11
C -0.765 1.853 -4.731 -0.25
O -0.868 2.389 -3.644 -0.05
N 0.406 1.449 -5.225 -0.14
C 0.461 0.933 -6.555 -0.05
C 1.738 1.710 -4.622 0.00
H -1.588 1.616 -5.424 0.17
H 0.599 1.774 -7.234 0.11
H -0.456 0.502 -6.956 0.10
H 1.289 0.244 -6.723 0.10
H 2.432 2.231 -5.280 0.11
H 1.675 2.266 -3.687 0.07
H 2.296 0.799 -4.405 0.09
C 3.047 1.527 3.319 -0.32
O 2.582 0.559 2.807 -0.07
N 2.457 2.759 3.283 -0.15
C 1.118 2.965 2.720 -0.02
C 3.281 3.912 3.652 -0.02
H 4.005 1.473 3.859 0.16
H 0.674 3.889 3.091 0.09
H 0.461 2.150 3.022 0.08
H 1.167 3.027 1.633 0.09
H 3.236 4.498 2.734 0.09
H 2.780 4.502 4.420 0.10
H 4.280 3.547 3.891 0.10
C -4.276 -1.379 1.109 -0.33
O -5.404 -1.470 0.603 -0.01
N -4.052 -0.797 2.322 -0.13
C -2.619 -0.824 2.766 -0.04
C -5.187 -0.281 3.185 0.00
H -3.326 -1.778 0.722 0.11
H -1.936 -1.481 2.227 0.07
H -2.495 -0.957 3.840 0.06
H -2.159 0.137 2.537 0.04
H -5.403 -0.930 4.033 0.08
H -4.860 0.578 3.772 0.07
H -6.086 -0.099 2.595 0.09